{
  "formula": "C42H98N14O14",
  "method": "ωB97M-V/def2-TZVPD",
  "e_tot_ev": -94669.3294,
  "de_lowest_ev": 8.500,
  "orbital_gap_ev": 9.274,
  "lumo_ev": 0.09,
  "species": ["C", "C", "O", "N", "C", "H", "H", "H", "H", "H", "H", "H", "C", "C", "O", "N", "C", "H", "H", "H", "H", "H", "H", "H", "C", "C", "O", "N", "C", "H", "H", "H", "H", "H", "H", "H", "C", "C", "O", "N", "C", "H", "H", "H", "H", "H", "H", "H", "C", "C", "O", "N", "C", "H", "H", "H", "H", "H", "H", "H", "C", "C", "O", "N", "C", "H", "H", "H", "H", "H", "H", "H", "C", "C", "O", "N", "C", "H", "H", "H", "H", "H", "H", "H", "C", "C", "O", "N", "C", "H", "H", "H", "H", "H", "H", "H", "C", "C", "O", "N", "C", "H", "H", "H", "H", "H", "H", "H", "C", "C", "O", "N", "C", "H", "H", "H", "H", "H", "H", "H", "C", "C", "O", "N", "C", "H", "H", "H", "H", "H", "H", "H", "C", "C", "O", "N", "C", "H", "H", "H", "H", "H", "H", "H", "C", "C", "O", "N", "C", "H", "H", "H", "H", "H", "H", "H", "C", "C", "O", "N", "C", "H", "H", "H", "H", "H", "H", "H"],
  "xyz": [[0.2445, 2.0220, -0.1115], [-0.0845, 0.6309, -0.5195], [-1.1903, 0.1374, -0.2763], [0.8446, -0.0242, -1.2693], [0.6642, -1.2460, -2.0363], [-0.7229, 2.4780, -0.3220], [1.0002, 2.5075, -0.7290], [0.3591, 2.1328, 0.9668], [1.7154, 0.4852, -1.2225], [1.5068, -1.5530, -2.6559], [-0.2280, -1.2272, -2.6622], [0.4867, -2.1011, -1.3841], [1.5379, 5.0535, -8.3377], [1.2778, 4.0392, -7.2357], [1.9213, 4.1803, -6.1883], [0.4923, 2.9804, -7.3601], [-0.3796, 2.7805, -8.4649], [1.5347, 4.6254, -9.3401], [2.5545, 5.4225, -8.2023], [0.6669, 5.7088, -8.3305], [0.6982, 2.2420, -6.7024], [-1.0660, 2.0420, -8.0506], [0.2690, 2.3624, -9.2347], [-0.7473, 3.7579, -8.7772], [6.7666, -4.8992, 2.4323], [7.8475, -5.4955, 3.3277], [8.9395, -5.8181, 2.8605], [7.6197, -5.5769, 4.6330], [8.5281, -6.1320, 5.6589], [5.7684, -5.0852, 2.8287], [6.8491, -5.4749, 1.5104], [6.9109, -3.8224, 2.3433], [6.7541, -5.2332, 5.0236], [9.0323, -6.9681, 5.1744], [7.8192, -6.5767, 6.3574], [9.1369, -5.4360, 6.2360], [-1.1715, 10.1437, -2.9756], [-0.7166, 11.5699, -3.2274], [0.2467, 11.7083, -3.9989], [-1.3921, 12.5104, -2.6609], [-1.2822, 13.9115, -2.9446], [-0.3314, 9.5423, -2.6283], [-1.5566, 9.6986, -3.8930], [-1.9867, 10.0459, -2.2586], [-2.1771, 12.2552, -2.0788], [-1.0913, 14.4602, -2.0224], [-2.2221, 14.2392, -3.3889], [-0.4252, 14.1746, -3.5646], [3.5444, 9.7122, 4.3354], [4.2488, 10.9734, 4.7938], [5.0313, 11.4392, 3.8917], [4.0519, 11.5369, 5.9415], [4.8811, 12.6199, 6.5351], [2.5785, 9.8995, 3.8663], [3.3864, 9.0019, 5.1469], [4.1628, 9.2921, 3.5421], [3.3266, 11.1249, 6.5108], [4.2899, 13.4577, 6.9048], [5.4336, 13.1390, 5.7520], [5.5693, 12.2323, 7.2862], [7.5197, -4.8354, -9.1664], [8.9808, -4.5487, -9.4842], [9.2657, -3.6344, -10.2145], [9.9519, -5.2755, -8.8487], [11.3653, -4.9871, -9.0679], [7.5182, -5.7036, -8.5074], [6.9195, -5.0550, -10.0493], [7.0268, -3.9935, -8.6803], [9.7817, -5.9314, -8.0998], [11.9561, -5.3700, -8.2358], [11.6210, -3.9351, -8.9412], [11.8908, -5.4329, -9.9125], [-6.3698, 1.5638, -3.3152], [-7.8684, 1.1653, -3.1710], [-8.7099, 2.0302, -3.1212], [-7.9847, -0.1825, -3.0528], [-9.3438, -0.6497, -2.9522], [-5.8449, 0.6100, -3.3690], [-5.9317, 2.2508, -2.5911], [-6.2516, 1.8969, -4.3463], [-7.2073, -0.7635, -3.3325], [-9.8427, -0.0575, -2.1850], [-9.3364, -1.7204, -2.7484], [-9.6497, -0.5077, -3.9888], [-4.8196, -6.5541, -7.8497], [-5.2000, -5.1746, -8.3226], [-4.6694, -4.2253, -7.7219], [-6.1435, -5.1592, -9.2363], [-6.9434, -3.9962, -9.5968], [-4.1390, -6.4965, -7.0002], [-4.3217, -7.1783, -8.5917], [-5.6400, -7.1816, -7.5016], [-6.3754, -5.9973, -9.7500], [-7.7308, -4.3681, -10.2524], [-6.5029, -3.0824, -9.9955], [-7.5458, -3.7527, -8.7216], [0.9335, -10.0837, 3.4104], [0.0123, -10.9909, 4.2292], [-0.6387, -11.8203, 3.6807], [-0.0549, -10.8725, 5.5855], [-1.1316, -11.4087, 6.4439], [1.9521, -9.9342, 3.7685], [0.5166, -9.1154, 3.1333], [1.0627, -10.6316, 2.4771], [0.2743, -9.9806, 5.9265], [-0.6167, -12.0025, 7.1992], [-1.8100, -12.0599, 5.8928], [-1.7411, -10.5543, 6.7383], [7.4608, 0.7199, -3.8667], [8.0884, 1.7560, -3.1412], [9.2639, 1.8426, -3.1615], [7.3235, 2.4390, -2.3071], [7.9822, 3.4649, -1.5006], [7.7769, -0.2749, -3.5527], [7.8192, 0.8687, -4.8853], [6.3761, 0.8173, -3.9131], [6.3269, 2.4709, -2.4678], [8.2563, 4.3962, -1.9963], [9.0058, 3.1900, -1.2460], [7.4290, 3.8327, -0.6364], [0.7516, -4.5652, 9.7022], [0.7082, -4.4241, 8.2547], [1.1710, -5.3027, 7.5679], [0.1067, -3.3291, 7.8764], [0.0817, -2.8802, 6.4967], [-0.1797, -4.4566, 10.2581], [1.4567, -3.8239, 10.0781], [1.1981, -5.5229, 9.9698], [-0.2419, -2.6466, 8.5343], [0.8943, -2.1668, 6.3590], [-0.8814, -2.3947, 6.3396], [0.2686, -3.5997, 5.6995], [-5.1923, 8.3720, 3.1994], [-6.3160, 8.9938, 2.3622], [-6.0469, 9.9724, 1.6264], [-7.5099, 8.3947, 2.4071], [-8.7302, 8.9257, 1.7595], [-4.2609, 8.5833, 2.6740], [-5.2800, 7.3370, 3.5300], [-5.1187, 8.8234, 4.1888], [-7.6070, 7.4488, 2.7476], [-9.6875, 8.7091, 2.2337], [-8.7260, 8.6355, 0.7089], [-8.8487, 10.0028, 1.8779], [-6.5439, -11.1686, 1.3171], [-6.5626, -9.6930, 0.7719], [-7.5331, -9.1316, 0.3234], [-5.2981, -9.1998, 0.6577], [-4.9031, -7.8472, 0.3140], [-7.4941, -11.6242, 1.0386], [-6.4892, -11.1855, 2.4056], [-5.6700, -11.7179, 0.9668], [-4.5979, -9.9275, 0.6754], [-4.2777, -7.7549, -0.5740], [-4.3033, -7.3066, 1.0462], [-5.6592, -7.2403, -0.1840], [-4.2275, 0.0086, 11.1765], [-2.8620, 0.6228, 10.7533], [-1.8220, 0.4076, 11.3545], [-2.9125, 1.4121, 9.6649], [-1.8820, 2.3049, 9.1845], [-4.2869, 0.1765, 12.2519], [-4.0730, -1.0432, 10.9357], [-4.9929, 0.4262, 10.5223], [-3.7683, 1.4430, 9.1295], [-1.3268, 2.6843, 10.0423], [-2.3500, 3.0559, 8.5480], [-1.1922, 1.7693, 8.5323]],
  "forces_ev_per_a": [[-0.83, 0.51, 0.00], [-1.48, -2.06, -0.40], [0.96, 0.39, -0.15], [0.75, 0.94, 0.08], [-0.56, -0.76, 0.55], [0.14, 0.55, -0.01], [0.15, -0.04, 0.37], [0.43, -0.10, -0.12], [0.19, -0.64, -0.70], [0.19, 0.72, 0.12], [0.03, 0.48, -0.06], [0.03, 0.02, 0.31], [-0.83, -1.20, -0.51], [2.71, 0.88, 1.69], [-0.23, -0.02, -0.41], [0.02, 0.17, 0.49], [0.98, -0.75, 0.11], [-0.16, -0.38, -0.06], [-0.60, 0.65, 0.40], [0.58, 0.84, 0.07], [-0.33, 0.20, 0.05], [-0.74, 0.31, -1.01], [-0.74, -0.25, -0.74], [-0.65, -0.47, -0.05], [-0.10, -0.94, 0.65], [1.59, 0.45, -1.19], [-0.66, -0.07, 0.01], [-0.55, 0.47, 2.21], [-1.53, -0.81, -0.73], [-0.06, 0.11, 0.12], [0.03, 0.61, -0.23], [0.13, -0.17, -0.34], [0.03, -0.02, -0.46], [0.60, 0.37, 0.29], [0.25, -0.14, 0.33], [0.25, 0.12, -0.65], [-0.43, -0.22, 0.45], [2.63, -3.27, -2.58], [-0.92, 0.65, 0.82], [-1.70, 1.89, 1.46], [0.30, 0.83, 0.29], [-0.01, 0.10, -0.11], [0.27, 0.18, -0.17], [0.01, 0.13, 0.24], [0.21, -0.10, -0.13], [-0.31, 0.07, 0.14], [0.18, 0.31, -0.11], [-0.23, -0.57, -0.30], [-0.34, -0.17, 0.56], [2.69, 0.16, -6.32], [-1.45, -0.55, 2.78], [-0.43, 1.30, 3.11], [-0.33, 0.17, -1.02], [-0.09, 0.34, 0.19], [0.00, -0.17, -0.02], [0.05, -0.04, 0.34], [0.25, 0.13, 0.17], [-0.44, -0.51, 0.49], [0.24, -0.69, -0.23], [-0.16, 0.04, -0.02], [0.42, -0.87, 0.48], [-0.62, 0.39, 0.58], [0.48, 0.52, -0.87], [0.75, -0.32, -0.19], [0.91, 0.22, 1.29], [-0.54, -0.03, 0.11], [0.38, -0.05, -0.14], [0.37, 0.06, 0.09], [-0.50, 0.19, -0.39], [-0.40, -0.54, 0.36], [-0.49, 0.22, -0.77], [-0.76, 0.21, -0.54], [-0.56, -1.36, -1.20], [3.52, 1.05, 0.47], [-1.18, -0.59, 0.09], [-0.31, 0.92, 0.67], [0.75, -0.83, -1.05], [0.64, 0.19, 0.58], [-0.41, -0.11, -0.09], [-0.01, 0.73, 0.10], [-0.38, 0.10, 0.22], [-0.32, -0.21, -0.41], [-0.20, 0.13, 0.26], [-1.53, -0.02, 0.36], [0.62, -1.25, 0.30], [2.17, -0.14, 3.05], [-1.35, -0.33, -1.46], [-1.08, 1.07, -2.07], [-1.40, -0.46, 0.62], [0.02, 0.34, -0.19], [0.09, 0.20, -0.34], [-0.45, 0.33, -0.12], [0.27, 0.03, 0.46], [0.31, 0.15, -0.51], [0.54, -0.46, 0.03], [0.28, 0.53, 0.26], [0.43, -0.45, -0.45], [0.57, 1.06, 0.90], [-1.35, -1.78, -1.58], [0.20, 1.30, 0.39], [0.52, -0.08, -1.24], [-0.19, 0.05, 0.56], [-0.25, -0.03, 0.37], [-0.12, 0.05, -0.05], [0.30, -0.14, 0.05], [-0.63, 0.34, 0.49], [0.36, -0.06, -0.25], [0.15, -0.24, 0.79], [-1.85, -1.74, -2.86], [-0.86, -0.62, 1.34], [4.17, 0.95, -0.14], [-0.78, 2.38, 1.74], [0.53, 1.06, 0.09], [-0.08, 0.17, 0.16], [-0.07, -0.41, -0.23], [-0.10, -0.33, 0.14], [0.26, 0.08, 0.19], [-0.62, 0.11, -0.94], [-0.40, -0.88, 0.45], [-0.21, -0.76, 0.07], [0.90, -0.45, 2.48], [-0.13, -1.62, 1.42], [0.52, -0.33, -1.71], [-1.01, 1.77, -2.21], [0.16, 0.85, -0.23], [-0.12, 0.16, -0.28], [-0.06, 0.23, 0.24], [-0.20, -0.03, -0.14], [0.24, -0.42, 0.14], [-0.12, 0.41, -0.08], [0.14, 0.06, -0.31], [-0.33, -0.62, 0.70], [-0.05, 0.26, 0.39], [1.91, 1.26, -1.47], [-0.95, -1.61, 1.70], [-2.31, -0.10, 0.24], [0.32, 0.61, -0.08], [-0.07, -0.29, 0.10], [-0.21, -0.34, -0.84], [-0.15, 0.76, -0.13], [0.38, 0.32, 0.25], [0.35, -1.35, 0.27], [-0.30, 0.25, 0.03], [1.10, 0.24, -0.47], [-0.62, 1.21, 0.02], [0.64, -1.35, -0.88], [-0.58, 0.20, 0.69], [0.73, 0.30, 0.25], [0.44, 0.47, -1.62], [0.27, -0.16, -0.16], [-0.01, 0.23, 0.05], [-0.20, -0.05, -0.25], [0.19, 0.52, 0.25], [0.80, -1.14, -0.15], [-0.65, -0.11, 0.52], [-0.99, -0.12, 1.27], [2.04, 0.27, -1.01], [-0.15, -0.31, 0.54], [-0.24, 0.12, 0.05], [-1.03, 0.53, -0.94], [0.39, -0.77, -0.12], [-0.54, -0.09, -0.24], [-0.45, -0.17, 0.36], [-0.37, -0.09, 0.64], [0.06, -0.06, 0.40], [-0.06, 0.31, -0.24], [0.08, 0.27, 0.45], [0.28, -0.04, 0.07]],
  "lowdin_charge": [-0.009, -0.564, 0.020, 0.000, -0.075, 0.090, 0.081, 0.088, 0.124, 0.081, 0.085, 0.078, -0.002, -0.562, -0.003, -0.022, -0.078, 0.069, 0.090, 0.088, 0.149, 0.094, 0.086, 0.089, -0.003, -0.574, 0.021, -0.005, -0.049, 0.068, 0.083, 0.084, 0.130, 0.086, 0.076, 0.082, -0.007, -0.586, 0.011, 0.006, -0.060, 0.083, 0.083, 0.066, 0.145, 0.082, 0.087, 0.090, -0.014, -0.548, -0.035, 0.020, -0.037, 0.080, 0.070, 0.083, 0.140, 0.078, 0.081, 0.083, -0.003, -0.559, 0.054, 0.004, -0.092, 0.064, 0.082, 0.082, 0.127, 0.074, 0.085, 0.083, 0.000, -0.564, 0.054, -0.027, -0.073, 0.054, 0.082, 0.076, 0.131, 0.093, 0.084, 0.091, -0.023, -0.570, 0.023, 0.005, -0.063, 0.080, 0.076, 0.077, 0.142, 0.080, 0.088, 0.085, -0.005, -0.578, 0.060, -0.008, -0.059, 0.074, 0.078, 0.076, 0.123, 0.081, 0.077, 0.082, -0.015, -0.693, 0.090, 0.032, -0.076, 0.104, 0.100, 0.082, 0.137, 0.079, 0.082, 0.079, -0.021, -0.648, 0.056, 0.013, -0.062, 0.088, 0.090, 0.088, 0.146, 0.081, 0.081, 0.086, -0.013, -0.535, 0.005, 0.007, -0.064, 0.080, 0.068, 0.076, 0.133, 0.076, 0.086, 0.082, 0.000, -0.532, 0.053, -0.006, -0.088, 0.076, 0.073, 0.068, 0.123, 0.071, 0.078, 0.085, 0.010, -0.560, 0.032, -0.020, -0.070, 0.086, 0.079, 0.066, 0.125, 0.090, 0.084, 0.078]
}

{
  "formula": "C20H21Cl2N2O2RhS4",
  "method": "ωB97M-V/def2-TZVPD",
  "e_tot_ev": -99534.4554,
  "total_charge": 2,
  "orbital_gap_ev": [4.027, 4.148],
  "lumo_ev": [-8.76, -8.66],
  "species": ["Rh", "Cl", "C", "C", "C", "Cl", "C", "O", "C", "C", "O", "C", "H", "H", "H", "C", "C", "S", "C", "C", "S", "C", "C", "S", "H", "H", "H", "H", "H", "H", "H", "H", "H", "H", "H", "H", "N", "C", "N", "C", "C", "C", "C", "C", "C", "S", "H", "H", "H", "H", "H", "H"],
  "xyz": [[-0.3300, 0.0429, 0.5639], [4.9172, -0.3008, -4.9848], [3.5824, -0.0454, -3.9570], [2.7379, 1.0574, -4.1658], [1.6479, 1.2527, -3.3589], [0.5971, 2.5698, -3.6029], [1.3329, 0.3703, -2.2397], [0.3154, 0.5880, -1.5568], [2.2728, -0.7159, -2.0198], [2.1443, -1.5787, -0.8753], [1.3518, -1.4985, 0.0547], [3.3387, -0.9143, -2.8959], [2.9425, 1.7491, -4.9690], [2.8955, -2.3846, -0.8313], [4.0028, -1.7520, -2.7460], [1.7094, -0.4632, 3.3767], [2.5361, 0.3573, 2.3939], [1.6939, 1.4664, 1.2034], [1.0853, 2.8813, 2.1899], [-0.0716, 2.5988, 3.1279], [-1.4626, 1.7862, 2.2368], [-2.0887, 0.6011, 3.4760], [-1.0644, -0.3619, 4.0490], [0.0771, -1.1141, 2.8133], [1.5335, 0.0927, 4.2958], [2.2804, -1.3588, 3.6268], [3.1000, -0.2989, 1.7290], [3.2454, 0.9729, 2.9520], [0.7835, 3.5997, 1.4243], [1.9296, 3.2973, 2.7410], [-0.4543, 3.5447, 3.5158], [0.2135, 1.9727, 3.9699], [-2.8797, 0.0698, 2.9461], [-2.5393, 1.1825, 4.2821], [-1.5921, -1.1990, 4.5096], [-0.4554, 0.1042, 4.8218], [-3.4250, 2.0314, -0.5006], [-3.1444, 0.8435, -1.0311], [-2.3442, -0.0571, -0.4964], [-2.2646, -1.1804, -1.2829], [-1.5277, -2.3336, -0.9893], [-1.5085, -3.3597, -1.9137], [-2.2494, -3.2798, -3.0934], [-3.0380, -2.1719, -3.3715], [-3.0297, -1.1275, -2.4687], [-3.8991, 0.3833, -2.5465], [-2.9811, 2.3353, 0.3496], [-4.0869, 2.6420, -0.9504], [-1.0131, -2.4223, -0.0335], [-0.9321, -4.2489, -1.7123], [-2.2409, -4.1007, -3.7928], [-3.6440, -2.1251, -4.2631]],
  "forces_ev_per_a": [[2.40, 2.59, 0.62], [0.28, -0.03, -0.24], [-0.47, -0.63, 1.08], [-0.18, -0.30, 0.18], [-0.02, -0.66, 0.94], [-0.27, 0.40, -0.15], [2.77, -0.49, -1.18], [-3.27, 0.44, 2.25], [-1.19, 0.60, 0.55], [1.09, 0.42, -1.96], [-1.76, 0.55, 1.57], [0.66, 0.45, -1.07], [0.00, 0.05, -0.08], [-0.20, -0.08, 0.06], [0.12, -0.08, 0.04], [-0.11, 0.04, -0.13], [-0.08, 0.18, -0.33], [-0.65, -1.31, 0.14], [-0.31, -0.33, -0.25], [-0.11, -0.17, -0.24], [0.74, -1.03, -0.76], [0.05, 0.10, -0.25], [0.18, -0.18, -0.15], [-0.64, 0.66, -0.82], [-0.06, -0.08, -0.01], [-0.02, 0.08, 0.08], [-0.01, 0.09, 0.07], [0.06, -0.08, -0.07], [0.11, 0.04, 0.04], [0.06, -0.01, -0.09], [-0.07, -0.07, 0.03], [0.02, -0.02, -0.04], [-0.03, 0.04, 0.00], [-0.09, -0.01, -0.04], [0.02, 0.07, 0.02], [-0.01, -0.06, -0.02], [-0.01, 0.36, 0.18], [-0.12, -0.11, -0.34], [1.04, -0.17, 0.80], [-0.39, -1.35, -1.19], [-0.31, 0.51, 0.00], [-0.12, -0.06, -0.16], [-0.09, 0.10, 0.03], [0.11, -0.14, 0.03], [0.43, -0.04, 0.67], [0.41, -0.02, 0.59], [-0.15, 0.03, -0.15], [0.09, 0.04, 0.07], [-0.02, -0.08, -0.21], [0.03, -0.10, 0.04], [0.05, -0.09, -0.03], [0.00, -0.04, -0.11]],
  "lowdin_charge": [0.763, 0.754, -0.664, -0.086, -0.582, 0.766, -0.387, -0.130, -0.117, -0.161, -0.107, -0.049, 0.122, 0.155, 0.121, -0.420, -0.437, 0.978, -0.443, -0.422, 0.953, -0.446, -0.444, 0.959, 0.079, 0.099, 0.079, 0.105, 0.096, 0.109, 0.107, 0.073, 0.094, 0.107, 0.100, 0.079, 0.127, -0.648, -0.011, -0.342, -0.051, -0.058, -0.054, -0.061, -0.448, 1.161, 0.029, 0.119, 0.082, 0.114, 0.116, 0.121]
}